Version one
2 unconnected molecules or ions with the total composition C4H9N3O. Source: OMol25; level of theory: ωB97M-V/def2-TZVPD.

CARTESIAN COORDINATES (ANGSTROEM)
C (0.55240, 0.46757, 0.87849)
C (-0.29713, 1.11714, -0.22180)
C (1.43222, -0.39391, 0.08366)
C (-2.22224, -0.33639, -0.20248)
N (2.71206, -0.10000, -0.19752)
N (-1.62121, -1.41990, 0.04280)
N (-3.19506, 0.29730, -0.60083)
O (0.97792, -1.51062, -0.40730)
H (3.14595, -0.54749, -0.99084)
H (3.08226, 0.78651, 0.09897)
H (-2.07517, -2.01902, 0.72303)
H (-0.08466, -1.57647, -0.25042)
H (-3.15789, 1.29905, -0.46578)
H (-0.03077, -0.14040, 1.58277)
H (1.11960, 1.21494, 1.43385)
H (-0.13372, 2.19145, -0.29796)
H (-0.20457, 0.67024, -1.20861)

Properties
Frontier orbital gap, eV: 7.158
Charge: 0
M, g mol⁻¹: 115.136
E_HOMO, eV: -6.525

Version two
A molecular structure, C4H9N3O. Source: OMol25; level of theory: ωB97M-V/def2-TZVPD.

CARTESIAN COORDINATES (ANGSTROEM)
C (-1.75768, 0.27685, -0.46443)
C (-1.25128, 0.76374, 0.92297)
C (-0.69882, -0.44044, 0.33683)
C (1.73904, 0.06382, -0.09526)
H (-2.75626, -1.94892, -0.19994)
H (-3.93982, 0.39391, 0.49213)
H (-1.40377, 0.88911, -1.25766)
H (-0.75424, 1.90865, 0.82563)
H (-1.92529, 0.77375, 1.80648)
H (-1.26828, -1.24496, 0.96089)
H (1.02328, -1.42200, 0.93241)
H (2.69544, -1.48523, -0.59307)
H (3.61218, -0.23782, -0.96875)
N (-3.09310, -0.45544, -0.73845)
N (0.77113, -0.73501, 0.31796)
N (3.04647, -0.37922, 0.04252)
O (1.43222, 1.17218, -0.44413)

Properties
Frontier orbital gap, eV: 8.781
Charge: 0
M, g mol⁻¹: 115.136
E_HOMO, eV: -9.369

Which one sits at the bottom of the stability order? version two does.